Below is a cluster of 9 separate species, C58H54BBr2FO35Si in total in a non-equilibrium geometry, with properties calculated with ωB97M-V with the def2-TZVPD basis set.

Output
HOMO energy   -9.3 eV
Electronic energy   -10438.167687 Ha
SMILES string   CCCOC[Si@@](CCF)(B(O)OC)[C@H](Br)[C@@H](C)Br.O=C1C=C(O)C(=O)C=C1O.O=C1C=C(O)C(=O)C=C1O.O=C1C=C(O)C(=O)C=C1O.O=C1C=C(O)C(=O)C=C1O.O=C1C=C(O)C(=O)C=C1O.O=C1C=C(O)C(=O)C=C1O.O=C1C=C(O)C(=O)C=C1O.O=C1C=C(O)C(=O)C=C1O
Spin multiplicity   1

Structure (XYZ):
```
152
Properties=species:S:1:pos:R:3:forces:R:3:mulliken_charge:R:1
Br -1.1125 -3.3156 0.8348 -0.3 0.3 -0.2 -0.156
Br -5.3478 -2.4901 -0.3475 0.5 -0.1 -0.6 -0.142
Si -1.7367 -1.0878 -1.4578 0.7 -0.3 0.2 -0.957
F 1.5484 0.7710 -0.3295 0.1 -0.7 0.1 -0.108
O 13.3758 -2.2253 -8.8047 0.1 -0.1 -0.3 -0.600
O -4.9351 -2.8065 10.2587 -0.6 0.3 0.3 -0.547
O 6.1669 4.2930 4.7341 0.2 -0.1 0.2 -0.606
O 5.9730 2.0903 -3.2350 -0.1 -0.3 0.1 -0.711
O 13.9469 -2.0399 -11.4323 -0.3 0.3 0.7 -0.561
O 7.3195 5.6881 -4.7237 0.0 0.4 -0.3 -0.684
O -5.6127 0.3518 6.7193 0.1 -0.1 -0.3 -0.558
O -7.9666 -5.3209 -0.1797 0.0 -0.3 -0.3 -0.630
O -8.8434 3.3827 8.2611 0.2 -0.1 -0.8 -0.577
O -6.1757 -1.6950 12.3789 0.3 -0.1 -0.1 -0.624
O 11.9909 2.2520 -8.5365 0.5 -0.5 -0.9 -0.614
O 9.9856 2.4008 -6.7341 -0.6 0.8 -0.7 -0.550
O -4.0837 0.6171 -1.7367 1.1 -0.3 -1.6 -0.526
O -8.8765 -2.0034 7.8435 -0.3 0.2 0.1 -0.658
O -12.3085 -2.6119 -1.5010 0.0 0.2 0.3 -0.615
O 7.0439 7.0853 -7.0081 0.3 -0.6 0.4 -0.585
O -10.0853 -0.8149 9.9394 0.6 -0.4 -0.3 -0.589
O -5.9649 1.0685 4.1499 -0.2 0.1 0.7 -0.490
O -5.4045 -3.9686 6.4310 -0.3 -0.1 -0.3 -0.742
O 4.0309 1.0261 -1.6931 0.5 0.6 -0.2 -0.298
O 5.3418 -0.1856 2.0486 -0.2 0.1 -0.2 -0.591
O 4.1603 2.0596 1.1304 0.8 -0.7 1.3 -0.131
O -6.2218 -3.4351 3.9180 0.6 0.1 0.6 -0.520
O 7.4157 2.0684 5.6009 -0.5 0.3 -0.5 -0.566
O -9.2570 4.0393 5.6803 -0.1 0.1 0.4 -0.607
O 0.2924 -1.4274 -3.3868 -0.1 -1.5 -0.1 -0.375
O -1.4223 -1.5486 5.9124 -0.6 -0.1 -0.6 -0.610
O -11.0901 -1.9677 0.8148 0.0 -0.4 -0.6 -0.567
O -2.2849 -0.9337 3.4320 0.3 0.1 0.2 -0.651
O -3.3763 -0.4420 -3.8831 0.4 1.0 2.0 -0.479
O 9.7753 3.8701 -9.0405 0.1 -0.2 0.1 -0.594
O -9.1352 -5.9072 -2.5366 0.0 0.4 0.6 -0.571
O 12.4838 2.4093 -11.1828 -0.1 0.2 0.3 -0.598
O 4.8060 6.4923 -2.0978 -0.3 -0.6 0.3 -0.573
O 2.9187 5.4244 -0.4933 0.2 0.3 -0.1 -0.663
C 4.9323 2.1123 2.2313 -0.6 0.5 -0.6 -0.121
C 5.5613 0.8330 2.6742 0.5 -0.4 0.5 1.086
C 5.2725 2.8810 -2.6278 0.3 0.6 -0.2 0.675
C -3.3782 -2.7866 6.2546 -0.4 -0.2 0.1 -0.994
C -2.6044 -2.0226 5.4804 0.6 0.0 0.7 0.333
C 2.5003 -2.0059 -2.5251 -0.1 -0.8 0.4 0.681
C -5.0523 -2.9410 4.3578 -0.7 -0.1 -0.7 0.361
C 0.5177 -0.0790 0.1218 -1.1 1.3 0.3 -0.075
C -4.2801 -2.1732 3.5854 0.4 0.4 -0.1 -0.804
C -6.8127 -1.7388 11.3442 -0.5 0.3 0.3 0.810
C 6.6232 2.0081 4.5154 0.6 -0.5 0.6 0.329
C 5.1258 3.2543 2.8962 0.2 0.2 0.3 -0.734
C -9.4836 -3.6175 0.3963 0.3 -0.3 -0.1 -1.058
C -10.5807 -2.9444 0.0424 0.1 0.5 0.8 0.473
C 13.4604 -0.9699 -10.7780 0.3 -0.3 -0.9 0.376
C 9.2730 3.5447 -6.7641 0.4 -1.0 0.5 0.300
C -3.5592 -3.2029 -0.8944 0.4 -1.1 1.0 0.063
C -0.7815 0.3478 -0.6416 0.5 -0.1 0.0 -0.466
C -8.1724 -1.2086 11.2300 0.3 -0.1 0.2 -1.016
C 12.7128 1.3379 -10.6587 0.2 -0.2 -0.7 1.021
C -3.1296 0.8684 -4.4628 -0.5 0.1 -0.5 -0.685
C 12.4552 1.1706 -9.1989 -0.2 0.1 0.8 0.284
C 4.6687 5.1533 -2.0274 0.5 0.6 -0.4 0.138
C -6.1953 -2.3500 10.1313 0.7 -0.4 -0.5 0.292
C 7.7831 5.9618 -7.0003 -0.3 0.8 -0.5 0.363
C -8.4022 3.2021 5.8918 0.2 -0.1 -0.8 0.989
C 5.9730 3.2814 4.0883 -0.5 0.4 -0.5 0.886
C -6.4452 1.2151 6.5104 -0.2 0.0 0.8 1.063
C 6.4275 0.8656 3.8533 -0.2 -0.2 -0.3 -1.012
C -0.6707 -2.1650 -2.6252 -0.5 -0.4 0.6 -0.111
C -11.3029 -3.2389 -1.2296 -0.1 -0.4 -0.7 0.896
C -3.5647 -4.7093 -0.4869 -1.0 -0.1 -0.6 -1.511
C -6.7025 1.6560 5.1081 0.2 0.0 -0.9 0.167
C -2.4907 -2.3093 -0.1601 -0.6 0.8 -0.6 0.052
C -8.2269 -1.9317 8.8698 0.7 -0.3 -0.3 0.973
C -3.0114 -1.6502 4.0945 -0.5 -0.2 -0.6 1.017
C -10.7589 -4.2779 -2.1044 -0.3 0.3 0.1 -0.926
C -4.6582 -3.2873 5.7552 0.6 0.1 0.6 1.000
C -8.1257 2.7805 7.2972 -0.2 0.0 1.0 0.361
C 3.4046 3.1884 -1.0474 -0.3 0.6 -0.4 -0.613
C 9.1927 4.2924 -8.0614 -0.3 0.5 -0.3 0.877
C -9.6599 -4.9486 -1.7521 -0.1 -0.4 -0.8 0.371
C 13.1775 -1.1448 -9.3236 -0.2 0.2 0.6 0.910
C 12.6719 0.0095 -8.5782 0.1 -0.3 0.0 -0.810
C -8.9531 -4.6727 -0.4672 0.1 0.4 0.7 0.900
C 4.1853 2.3665 -1.7488 -0.6 -0.5 0.2 0.428
C 5.4519 4.3299 -2.7271 0.2 -0.4 -0.1 -0.943
C 8.6570 3.9959 -5.6662 -0.3 0.4 0.2 -0.754
C 7.8838 5.2342 -5.7034 0.4 -0.7 0.4 1.120
C -8.8357 -1.2957 10.0748 -0.7 0.5 0.5 0.367
C 3.5970 4.6360 -1.1266 -0.3 -0.6 0.2 0.733
C -7.2114 1.8500 7.5820 0.3 -0.3 -0.1 -1.071
C -6.8602 -2.4401 8.9776 -0.3 0.1 -0.3 -0.649
C 13.2404 0.1913 -11.3989 -0.1 0.3 0.0 -0.998
C 1.4199 -2.3003 -3.6306 1.3 1.1 0.0 -0.767
C 8.3970 5.5196 -8.0991 0.2 -0.3 -0.2 -1.051
C -7.6187 2.5833 4.8220 -0.3 0.3 0.1 -0.809
C 2.7237 -3.1871 -1.5093 0.6 0.5 0.2 -1.228
B -3.2165 -0.2360 -2.4814 -1.6 0.0 -0.7 0.885
H 2.2019 -2.9916 -0.5449 0.1 -0.4 -0.7 0.213
H 6.2362 4.6910 -3.3841 -0.2 0.0 0.2 0.589
H -7.0043 1.5351 8.5958 0.0 0.0 0.0 0.516
H 14.0111 -2.7445 -10.7642 0.0 -0.1 0.0 0.352
H -10.3356 -1.0029 9.0180 -0.1 0.0 -0.1 0.350
H 2.6154 2.8286 -0.4084 0.0 0.0 -0.1 0.583
H 6.8915 -0.0631 4.1549 0.0 0.0 0.0 0.422
H -8.6036 -0.7522 12.1102 0.0 0.0 0.0 0.424
H 4.1270 6.8522 -1.5015 0.0 0.1 0.1 0.347
H 8.3323 6.0402 -9.0444 0.0 0.0 0.0 0.426
H 6.7134 7.1847 -6.0979 -0.1 0.1 0.1 0.335
H 3.4800 -1.7485 -2.9799 -0.6 -0.2 0.1 0.392
H -4.2912 -5.2166 -1.1658 0.4 0.3 0.5 0.405
H -1.0657 -1.0287 5.1714 0.1 0.1 0.0 0.338
H -2.9888 0.7246 -5.5487 0.0 0.1 0.6 0.235
H 10.3616 2.2513 -7.6336 0.0 0.2 0.5 0.347
H 1.1230 -3.3654 -3.6859 0.0 0.5 0.2 0.361
H 13.4396 0.3292 -12.4525 0.0 0.0 0.0 0.422
H 8.7052 3.4701 -4.7225 0.0 0.0 0.0 0.489
H 4.7133 0.6635 -2.2844 0.1 -0.1 0.0 0.333
H -3.0972 -3.0591 7.2627 0.0 0.0 0.0 0.492
H 7.3872 2.9973 5.8899 0.0 0.1 0.1 0.353
H 4.1799 1.1266 0.8394 -0.1 0.0 -0.2 0.073
H -1.4097 0.9781 0.0295 0.2 -0.5 -0.4 0.564
H 1.8983 -2.0587 -4.6085 -0.7 0.1 0.5 0.309
H -0.2041 -2.9603 -1.9865 0.0 0.6 -0.4 0.440
H -8.3537 -6.2332 -2.0571 0.1 -0.1 0.0 0.348
H -1.3918 -2.7212 -3.2841 0.6 0.4 0.2 0.291
H -3.4765 -3.1757 -2.0031 -0.2 0.4 0.7 0.500
H 11.9161 2.9586 -9.2064 -0.2 0.1 0.0 0.292
H -9.4288 4.0062 7.7963 -0.1 0.1 0.0 0.350
H 2.1838 -1.1097 -1.9498 0.2 -0.5 -0.6 -0.435
H -7.8153 2.9081 3.8098 0.0 0.0 0.0 0.458
H -2.5963 -5.2227 -0.6342 -0.4 0.5 0.2 0.432
H -5.3878 0.4429 4.6216 0.1 -0.2 -0.1 0.208
H -4.0112 1.5279 -4.3023 0.7 -0.3 0.0 0.272
H -0.4694 1.0291 -1.4726 -0.1 -0.6 0.5 0.271
H 4.6735 4.1867 2.5862 0.0 0.0 0.0 0.547
H -4.6868 -2.6247 11.1817 0.1 0.0 0.1 0.352
H -11.2806 -4.4705 -3.0315 0.0 0.0 0.0 0.417
H 12.4869 -0.1237 -7.5209 0.0 0.0 0.0 0.463
H -2.2091 1.3222 -4.0272 -0.6 -0.2 -0.4 0.244
H -2.9884 -1.6480 0.5841 0.4 -0.8 -0.3 0.103
H 3.8068 -3.2353 -1.2488 -0.7 -0.1 -0.1 0.365
H -6.5829 -3.9486 4.6622 -0.1 -0.1 0.0 0.354
H 0.7821 -1.1432 0.0051 0.2 0.6 -0.1 -0.051
H -6.4232 -2.8828 8.0934 0.0 0.0 0.1 0.528
H 0.3779 0.1991 1.1879 0.2 -0.7 -0.5 0.143
H -8.9528 -3.4145 1.3164 0.0 0.0 0.0 0.603
H -11.8755 -1.6455 0.3391 -0.1 0.1 0.0 0.352
H 2.4392 -4.1781 -1.9181 0.0 0.6 0.3 0.314
H -3.9655 -4.8444 0.5397 0.6 0.1 -0.5 0.312
H -4.5566 -1.9107 2.5722 0.0 0.0 0.0 0.404
H -3.5086 1.2728 -1.3251 -0.3 0.0 0.6 0.303
```
Positions in Å, forces in eV/Å.